Entry from the OMol25 dataset: a structure of composition C27H44N3P3PbSe at a distorted geometry (the ωB97M-V functional and the def2-TZVPD basis).

Each line ends with the Mulliken charge.
Geometry (Å):
Pb: -0.41 1.17 1.31  1.10
P: 0.95 -2.04 -0.13  0.99
P: 2.45 1.06 0.18  0.67
P: -2.26 -0.60 -0.76  0.54
H: -0.93 7.83 -3.95  0.45
C: -1.96 7.79 -3.59  -0.77
C: -2.28 8.02 -2.30  -0.47
H: -1.52 8.35 -1.58  0.31
C: 1.32 -2.57 -1.86  -1.45
C: 2.52 -2.67 0.58  -1.14
C: -0.12 -3.48 0.28  -1.31
C: 2.52 2.87 -0.13  -1.12
C: 3.68 0.99 1.55  -1.34
C: 3.55 0.57 -1.22  -1.28
C: -3.32 0.81 -1.26  -1.15
C: -3.54 -1.53 0.18  -1.27
C: -2.41 -1.50 -2.37  -1.25
H: -2.73 7.57 -4.34  0.31
H: -3.31 7.98 -1.97  0.29
H: 1.66 -3.61 -1.83  0.51
H: 2.11 -1.95 -2.29  0.36
H: 0.44 -2.50 -2.49  0.32
H: 2.57 -3.75 0.37  0.50
H: 2.57 -2.53 1.67  0.01
H: 3.40 -2.21 0.12  0.37
H: 0.46 -4.39 0.12  0.52
H: -1.00 -3.51 -0.36  0.38
H: -0.44 -3.46 1.33  0.28
H: 3.57 3.20 -0.04  0.44
H: 1.91 3.41 0.61  0.43
H: 2.15 3.10 -1.14  0.27
H: 4.69 1.15 1.14  0.48
H: 3.64 0.00 2.03  0.26
H: 3.46 1.77 2.29  0.44
H: 4.50 1.11 -1.11  0.53
H: 3.07 0.85 -2.17  0.22
H: 3.75 -0.51 -1.22  0.30
H: -4.29 0.40 -1.58  0.46
H: -2.86 1.37 -2.09  0.31
H: -3.48 1.49 -0.41  0.39
H: -4.48 -1.50 -0.38  0.48
H: -3.68 -1.06 1.16  0.34
H: -3.23 -2.58 0.32  0.37
H: -3.48 -1.63 -2.60  0.49
H: -1.94 -2.50 -2.31  0.34
H: -1.93 -0.92 -3.17  0.26
C: -0.31 2.67 -3.35  0.90
C: -0.58 3.80 -2.55  -0.29
C: -1.06 4.95 -3.18  0.13
C: -1.22 5.00 -4.57  -0.09
C: -0.93 3.87 -5.35  -1.04
C: -0.51 2.71 -4.73  -0.77
Se: 0.31 0.92 -2.83  0.28
H: -0.54 1.26 -1.62  -0.14
H: -0.41 3.79 -1.47  0.38
H: -1.32 5.84 -2.61  0.10
H: -1.57 5.91 -5.04  0.37
H: -1.05 3.91 -6.43  0.43
H: -0.30 1.80 -5.31  0.46
N: 1.48 -7.94 7.38  -0.14
C: 1.15 -6.93 6.89  -0.16
C: 0.75 -5.69 6.29  0.61
C: 1.66 -4.96 5.50  -0.83
C: 1.28 -3.71 4.97  -0.48
C: -0.02 -3.23 5.16  1.71
C: -0.91 -3.94 5.97  -0.55
C: -0.54 -5.17 6.52  -0.89
N: -0.45 -2.07 4.48  0.35
C: -1.67 -1.40 4.68  -0.32
C: -1.74 -0.43 3.75  -0.88
N: -0.56 -0.44 3.00  -0.18
C: 0.17 -1.46 3.45  0.17
H: 2.65 -5.38 5.29  0.49
H: 2.02 -3.10 4.43  0.52
H: -1.89 -3.53 6.17  0.33
H: -1.24 -5.76 7.10  0.50
H: -2.35 -1.65 5.46  0.46
H: -2.51 0.29 3.53  0.56
H: 1.16 -1.73 3.07  -0.13

The net charge is +4. The calculation puts the HOMO energy (alpha / beta) at -0.6447 / -0.6455 Eh.

Entry from the OMol25 dataset: a structure of composition C27H44N3P3PtSe at a distorted geometry (the ωB97M-V functional and the def2-TZVPD basis).

Each line ends with the Mulliken charge.
Geometry (Å):
Pt: -1.40 1.05 -0.14  1.33
P: 0.65 1.09 -1.16  0.37
P: -0.92 2.53 1.66  0.57
P: -2.75 1.09 -2.08  0.29
H: 0.38 -3.67 -2.24  0.51
C: 0.88 -3.23 -1.35  0.19
C: 0.82 -4.11 -0.19  -1.69
H: 0.96 -5.18 -0.28  0.28
C: 1.95 0.26 -0.20  -0.48
C: 1.23 2.79 -1.47  -1.35
C: 0.77 0.27 -2.78  -1.10
C: -2.00 2.50 3.13  -1.34
C: 0.75 2.43 2.37  -0.96
C: -1.10 4.25 1.05  -1.29
C: -2.72 -0.53 -2.91  -0.81
C: -2.21 2.36 -3.27  -1.23
C: -4.51 1.48 -1.85  -1.17
H: 1.91 -2.94 -1.63  0.42
H: 0.73 -3.65 0.80  1.01
H: 1.72 -0.81 -0.12  -0.11
H: 2.00 0.68 0.81  0.04
H: 2.92 0.39 -0.69  0.63
H: 1.53 3.28 -0.54  0.40
H: 0.44 3.39 -1.95  0.29
H: 2.09 2.75 -2.14  0.55
H: 0.69 -0.82 -2.66  0.05
H: 1.76 0.49 -3.21  0.57
H: 0.00 0.61 -3.48  0.38
H: -1.56 3.13 3.92  0.51
H: -2.10 1.47 3.50  0.42
H: -3.00 2.88 2.89  0.43
H: 0.82 3.11 3.24  0.58
H: 1.52 2.71 1.64  0.39
H: 0.94 1.40 2.72  0.00
H: -0.86 4.95 1.86  0.46
H: -2.13 4.40 0.73  0.40
H: -0.43 4.43 0.20  0.32
H: -3.37 -0.46 -3.80  0.51
H: -3.10 -1.30 -2.24  0.08
H: -1.70 -0.79 -3.22  0.27
H: -2.86 2.30 -4.15  0.51
H: -1.17 2.22 -3.58  0.35
H: -2.31 3.35 -2.81  0.41
H: -4.93 1.74 -2.83  0.52
H: -4.64 2.33 -1.17  0.43
H: -5.06 0.62 -1.44  0.34
C: -3.48 -1.41 0.52  0.11
C: -2.35 -2.25 0.56  0.26
C: -2.42 -3.52 0.01  -0.44
C: -3.64 -4.01 -0.50  -0.63
C: -4.79 -3.21 -0.43  -0.63
C: -4.72 -1.93 0.11  -0.58
Se: -3.36 0.46 0.95  -0.12
H: 0.33 -2.23 -1.08  -0.55
H: -1.42 -1.88 0.99  0.40
H: -1.51 -4.12 -0.02  0.51
H: -3.68 -5.01 -0.93  0.49
H: -5.74 -3.59 -0.80  0.45
H: -5.61 -1.31 0.20  0.58
N: 10.05 -0.64 2.85  -0.20
C: 8.90 -0.82 2.88  -0.16
C: 7.48 -1.04 2.93  0.54
C: 6.89 -1.99 2.08  -1.01
C: 5.52 -2.21 2.12  -0.59
C: 4.73 -1.48 3.02  2.27
C: 5.30 -0.54 3.88  -0.54
C: 6.68 -0.32 3.83  -0.94
N: 3.33 -1.66 3.02  0.32
C: 2.39 -0.98 3.79  -0.09
C: 1.15 -1.40 3.35  -1.17
N: 1.31 -2.31 2.33  -0.21
C: 2.62 -2.46 2.14  -0.60
H: 7.51 -2.56 1.39  0.50
H: 5.07 -2.95 1.45  0.36
H: 4.69 0.03 4.58  0.34
H: 7.14 0.41 4.50  0.50
H: 2.65 -0.28 4.56  0.48
H: 0.18 -1.12 3.71  0.61
H: 3.09 -3.12 1.43  0.45

The net charge is +4. The calculation puts the HOMO energy (alpha / beta) at -0.6318 / -0.7174 Eh. Its multiplicity is 5.

What are the ΔE to the lowest compared entry with this formula, charge and spin values for these records? In order: 22.84; 13.18 kcal/mol.